1.
55
Properties=species:S:1:pos:R:3:forces:R:3:lowdin_charge:R:1 method="wB97M-V/def2-TZVPD" homo_lumo_gap_ev=4.85 homo_energy_ha=-0.46308 total_charge=+2
Au -0.16453 0.40054 0.65352 0.357 -0.351 0.262 1.150
I -2.21539 0.58647 -8.00626 0.008 0.005 -0.050 0.955
S 2.31122 0.18376 0.07983 -0.103 -0.108 0.051 0.708
O -0.74937 0.58161 -1.19548 0.104 -0.145 -0.322 -0.198
O -0.44510 -1.60750 -1.52484 0.033 -0.122 0.013 0.000
N 1.88704 -2.49983 -0.11036 -0.209 -0.033 0.212 0.056
N 0.16525 -0.50383 4.61935 0.015 0.097 -0.006 0.157
N -0.47969 2.58583 0.72806 -0.296 0.021 -0.128 -0.047
N -1.91536 -2.56456 3.09998 -0.021 0.006 -0.088 0.148
N -1.20333 -1.44591 1.36063 -0.284 0.186 -0.107 0.025
N 2.05111 6.13118 -1.18426 0.007 -0.007 0.017 0.212
N 0.33159 0.29912 2.60825 0.066 0.141 0.148 -0.076
N 3.59313 -1.94619 1.12669 0.046 0.012 -0.141 0.042
C -1.01661 5.26455 0.32981 -0.028 0.021 0.011 0.042
C -1.47064 -1.27667 -4.18438 0.059 -0.009 -0.036 -0.004
C 1.06745 0.53967 4.67483 -0.013 -0.023 0.014 -0.015
C 2.57690 -1.49798 0.39140 0.107 0.112 -0.063 -0.778
C 3.67646 -3.41379 1.10929 -0.003 0.005 0.000 -0.092
C -0.89418 1.05419 -3.92352 -0.026 0.010 -0.017 -0.011
C 0.20252 4.71909 -0.05790 0.076 0.025 -0.013 -0.173
C -1.14379 -1.54886 2.67770 0.113 -0.030 0.044 -0.249
C -1.21240 1.28303 -5.25012 0.017 -0.018 0.058 -0.128
C 1.22684 5.51325 -0.67902 -0.048 -0.017 -0.004 -0.153
C -1.68364 0.23434 -6.03297 0.001 0.003 -0.009 -0.728
C -0.26359 -0.62004 3.35634 -0.041 -0.115 0.001 -0.224
C 0.43261 3.36721 0.15228 0.023 -0.020 0.027 -0.066
C 2.49277 -3.80060 0.19271 0.018 0.014 -0.027 -0.086
C -0.70575 -0.50362 -1.97646 0.105 0.239 0.259 -0.520
C -2.05307 -2.42136 0.91161 0.048 0.012 0.009 -0.060
C -1.95913 4.43837 0.91967 0.003 0.022 0.006 -0.003
C -1.80733 -1.04689 -5.50570 0.016 -0.021 0.036 -0.126
C 1.17069 1.03206 3.41419 -0.055 -0.028 -0.027 -0.072
C -2.50176 -3.12659 1.98872 0.006 0.004 0.036 -0.015
C -1.66124 3.10278 1.10132 0.097 0.057 0.006 -0.087
C -1.02350 -0.22562 -3.38676 -0.093 0.030 0.008 -0.148
H 1.54618 0.83440 5.59187 -0.002 -0.013 0.001 0.139
H 4.33930 -1.34150 1.42699 -0.018 0.017 0.052 0.148
H 4.63238 -3.74562 0.71099 0.000 0.020 -0.019 0.129
H -1.55168 -2.27045 -3.76486 -0.012 0.007 0.004 0.123
H -3.17718 -3.96094 2.06072 0.008 -0.002 0.009 0.137
H 3.56597 -3.80576 2.11898 0.012 -0.008 -0.006 0.121
H -2.37290 2.42650 1.55372 -0.001 -0.012 -0.017 0.121
H -2.16055 -1.85890 -6.12540 -0.015 0.006 0.001 0.102
H -2.91963 4.82257 1.23137 0.000 -0.006 0.001 0.129
H 2.82552 -4.27583 -0.72854 -0.015 -0.013 0.002 0.130
H -0.11848 -1.06362 5.40829 0.000 -0.015 -0.002 0.183
H -1.21705 6.31517 0.16782 0.000 -0.003 -0.001 0.144
H 1.77863 1.83361 3.03440 -0.003 0.000 -0.002 0.122
H 1.02604 -2.34724 -0.62861 -0.016 0.025 -0.224 0.095
H 1.36656 2.90985 -0.14968 -0.014 0.007 -0.025 0.104
H 1.77925 -4.45935 0.68310 0.006 0.014 0.028 0.122
H -2.07438 -2.86059 4.05018 0.016 -0.017 0.007 0.179
H -2.25839 -2.55574 -0.13531 -0.015 0.017 0.012 0.120
H -1.09548 2.26994 -5.67502 -0.020 0.001 0.000 0.101
H -0.53029 1.86629 -3.30919 -0.016 -0.002 -0.001 0.115

=====

2.
14
Properties=species:S:1:pos:R:3:forces:R:3:lowdin_charge:R:1 method="wB97M-V/def2-TZVPD" homo_lumo_gap_ev="8.54 / 8.54" homo_energy_ha="-0.32113 / -0.32104"
O -0.93528 -1.76388 -0.85665 0.732 2.096 1.696 -0.253
C 0.10547 1.37562 -1.17158 0.298 -0.404 0.406 -0.002
C -0.90456 1.01453 -0.10534 -0.450 0.048 0.032 -0.111
C 0.93306 0.36012 -0.85241 0.109 0.403 -0.306 -0.042
C 0.09175 -0.08755 0.23511 -1.305 -2.057 -1.579 -0.223
C 0.39868 -0.72055 1.52517 0.013 -0.133 0.079 -0.036
H 0.90782 -1.67258 1.38431 -0.016 0.045 -0.032 0.091
H -1.84312 0.62355 -0.48962 -0.047 -0.086 0.031 0.113
H -0.50750 -0.87854 2.10560 0.008 -0.031 -0.023 0.092
H 1.06930 -0.05978 2.08552 -0.033 0.063 0.027 0.098
H 1.85736 -0.01127 -1.25437 0.205 -0.055 -0.054 0.111
H 0.12054 2.16005 -1.90372 0.072 0.151 -0.221 0.103
H -0.20004 -2.09443 -1.37291 0.368 -0.076 -0.166 -0.054
H -1.09348 1.75471 0.67089 0.045 0.037 0.110 0.113

=====

E per entry: -2269.95218, -270.40034 Eh
Energy above the lowest of the compared OMol25 structures with the same formula, charge and spin per entry: 74.3, 413.7 kJ/mol
Maximum force per entry: 0.6, 2.9 eV/A